(1)
Here is a molecular structure, C12H12BF4N2O2PdSSe from OMol25. Energies are from ωB97M-V with the def2-TZVPD basis set.

Values from the calculation:
- HOMO energy (eV) = -4.77
- LUMO level (eV) = 2.0
- energy (Eh) = -4076.6498
- F_max (eV/A) = 0.42
- orbital gap (eV) = 6.81
- ΔE to the lowest compared entry with this formula, charge and spin (kcal per mole) = 0.0

Structure (ORCA input):
```
! wB97M-V def2-TZVPD RIJCOSX def2/J DEFGRID3
* xyz -1 1
Pd -2.066 -0.761 -0.137
O 0.879 0.291 2.770
C 0.082 0.485 1.848
O -0.815 -0.355 1.516
C 0.229 1.774 1.045
C 1.118 2.711 1.579
C 1.375 3.921 0.969
C 0.731 4.220 -0.227
C -0.145 3.311 -0.779
C -0.421 2.078 -0.161
S -1.551 1.116 -1.113
H 1.604 2.432 2.505
H 2.064 4.626 1.417
H 0.912 5.162 -0.732
H -0.642 3.544 -1.714
C 1.402 0.036 -2.695
N 1.486 -0.764 -1.490
C 2.457 -0.650 -0.517
C 2.172 -1.563 0.436
N 1.042 -2.233 0.031
C 0.331 -3.225 0.820
C 0.605 -1.720 -1.135
Se -0.979 -2.157 -2.025
H 2.187 0.787 -2.652
H 0.425 0.516 -2.738
H 1.536 -0.596 -3.572
H 3.231 0.092 -0.574
H 2.628 -1.751 1.389
H 1.007 -3.580 1.594
H 0.025 -4.046 0.175
H -0.540 -2.766 1.283
F -5.230 -3.266 0.092
B -4.524 -2.191 0.587
F -3.103 -2.562 0.634
F -4.586 -1.081 -0.289
F -4.925 -1.836 1.859
*
```


(2)
Here is 2 unconnected molecules or ions with the total composition O2P2S2 in a non-equilibrium geometry from OMol25. Energies are from ωB97M-V with the def2-TZVPD basis set.

Values from the calculation:
- HOMO energy (eV) = -1.58
- LUMO level (eV) = 5.4
- energy (Eh) = -1629.7054
- F_max (eV/A) = 1.23
- orbital gap (eV) = 7.01
- ΔE to the lowest compared entry with this formula, charge and spin (kcal per mole) = 1.5

Structure (ORCA input):
```
! wB97M-V def2-TZVPD RIJCOSX def2/J DEFGRID3
* xyz -2 1
O -3.364 1.455 1.520
O -3.207 -0.978 1.945
P 3.143 -0.605 -0.921
P -2.644 0.181 1.170
S 2.500 1.263 -0.990
S 3.572 -1.316 -2.723
*
```


(3)
Here is a molecular structure, C16H39BINO14P3S in a non-equilibrium geometry from OMol25. Energies are from ωB97M-V with the def2-TZVPD basis set.

Values from the calculation:
- HOMO energy (eV) = -4.84
- LUMO level (eV) = 1.4
- energy (Eh) = -3486.0512
- F_max (eV/A) = 7.73
- orbital gap (eV) = 6.23

Structure (ORCA input):
```
! wB97M-V def2-TZVPD RIJCOSX def2/J DEFGRID3
* xyz -1 1
C -3.883 4.654 2.561
C -4.204 5.072 1.109
O -3.866 4.130 0.103
B -2.518 3.776 0.022
O -1.650 4.895 0.264
P -1.835 1.937 -0.280
I -1.036 -0.482 -0.765
C -0.858 1.951 1.395
C 0.480 1.179 1.504
O 0.392 -0.068 2.262
C 0.471 0.205 3.598
C 1.800 0.435 4.328
O -0.531 0.225 4.238
C -3.338 1.328 0.741
C -4.760 1.202 0.155
C -5.772 1.514 1.320
O -5.780 0.854 2.299
O -6.656 2.565 1.158
P -0.054 2.887 -1.303
N -0.379 4.027 -2.336
O 1.031 3.591 -0.221
O 0.898 1.754 -2.043
S -2.845 1.715 -2.273
C -3.596 0.080 -2.679
O -1.862 1.748 -3.388
O -3.754 2.832 -2.589
H -4.281 5.445 3.231
H -4.378 3.717 2.875
H -2.807 4.559 2.801
H -3.836 6.099 0.910
H -5.310 5.173 1.070
H -1.453 4.981 1.207
H -1.448 1.524 2.231
H -0.667 2.994 1.725
H 1.118 1.810 2.178
H 1.103 1.096 0.603
H 2.598 0.851 3.686
H 2.136 -0.467 4.861
H 1.616 1.205 5.100
H -3.446 2.046 1.578
H -3.062 0.356 1.192
H -5.067 1.912 -0.633
H -5.090 0.186 -0.135
H -6.926 2.553 0.226
H 0.031 4.921 -2.092
H 0.903 4.547 -0.216
H 0.820 1.897 -3.000
H -2.946 -0.552 -3.292
H -4.473 0.341 -3.311
H -3.972 -0.511 -1.835
O 2.104 -3.051 -1.426
P 3.313 -3.894 -1.702
O 2.842 -5.350 -1.097
C 1.863 -6.105 -1.803
C 2.453 -6.768 -3.035
O 4.213 -3.392 -0.411
C 4.035 -2.087 0.147
C 3.258 -2.179 1.443
O 4.675 -4.583 -2.380
C 5.970 -3.979 -2.280
C 6.784 -4.712 -1.237
H 1.016 -5.465 -2.070
H 1.496 -6.868 -1.115
H 2.746 -6.021 -3.777
H 1.727 -7.442 -3.495
H 3.348 -7.335 -2.776
H 3.552 -1.413 -0.560
H 5.033 -1.681 0.345
H 2.295 -2.668 1.293
H 3.084 -1.189 1.865
H 3.809 -2.781 2.171
H 5.901 -2.912 -2.072
H 6.453 -4.085 -3.255
H 6.310 -4.679 -0.258
H 7.784 -4.282 -1.151
H 6.879 -5.768 -1.501
*
```


(4)
Here is 3 unconnected molecules or ions with the total composition C19H21Br2F16NO3P from OMol25. Energies are from ωB97M-V with the def2-TZVPD basis set.

Values from the calculation:
- HOMO energy (eV) = -12.30
- LUMO level (eV) = -4.3
- energy (Eh) = -8104.1106
- F_max (eV/A) = 0.77
- orbital gap (eV) = 8.02

Structure (ORCA input):
```
! wB97M-V def2-TZVPD RIJCOSX def2/J DEFGRID3
* xyz 1 1
C -0.573 -0.375 2.835
C -1.710 -0.836 1.925
C -1.546 -0.320 0.492
Br -2.757 -1.145 -0.760
N -0.152 -0.327 -0.035
C 0.361 0.896 -0.302
C 1.631 1.058 -0.749
C 2.422 -0.070 -0.932
C 1.907 -1.340 -0.678
P 2.908 -2.865 -0.990
C 3.618 -3.036 0.678
O 4.155 -2.143 -1.783
C 0.610 -1.440 -0.224
Br -0.072 -3.118 0.188
H -0.743 -0.693 3.862
H 0.404 -0.757 2.528
H -0.503 0.718 2.837
H -1.852 -1.912 1.948
H -2.632 -0.361 2.272
H -1.831 0.728 0.492
H -0.294 1.740 -0.141
H 2.020 2.049 -0.940
H 3.448 0.017 -1.273
H 2.795 -2.966 1.396
H 4.300 -2.213 0.891
H 4.114 -4.000 0.766
H 4.282 -2.603 -2.623
C -8.472 0.936 -3.431
C -7.789 1.602 -4.634
C -7.732 0.815 -5.947
F -7.002 -0.308 -5.792
F -7.136 1.582 -6.883
F -6.547 2.008 -4.294
F -8.528 2.713 -4.917
O -7.615 0.346 -2.470
C -7.235 -0.962 -2.533
C -5.709 -1.087 -2.599
F -5.229 -0.503 -3.713
F -5.364 -2.398 -2.628
F -7.821 -1.629 -3.537
F -7.609 -1.559 -1.376
H -8.948 1.757 -2.897
H -9.264 0.257 -3.745
H -8.737 0.554 -6.288
H -5.244 -0.624 -1.726
C 6.838 1.086 2.070
C 7.525 1.868 3.200
C 7.771 1.130 4.520
F 6.594 0.770 5.076
F 8.406 1.962 5.365
F 6.855 3.014 3.433
F 8.762 2.189 2.730
O 5.447 1.330 1.901
C 4.493 0.604 2.531
C 3.578 1.485 3.393
F 4.279 2.057 4.378
F 2.617 0.697 3.936
F 4.982 -0.432 3.224
F 3.676 0.068 1.562
H 7.288 1.467 1.155
H 7.065 0.021 2.120
H 8.387 0.241 4.361
H 3.109 2.256 2.777
*
```